DFT (the ωB97M-V functional and the def2-TZVPD basis) results for a molecular structure, C28H65CdClN7O15P2 at a distorted geometry.

- Relative energy (zero: lowest compared OMol25 entry of this formula, charge and spin): 0.0 kcal per mole
- LUMO: -0.318 hartree
- Orbital gap: 0.0430 Eh
- Energy: -3927.6387 Ha

The geometry in ORCA input format:
```
! wB97M-V def2-TZVPD RIJCOSX def2/J DEFGRID3
* xyz 1 1
N -7.20381 26.38995 9.48807
N 5.01248 37.75677 0.21713
C -13.06597 35.40304 4.28665
C 2.01466 36.40273 0.06485
H -6.18617 28.74562 12.60645
H -9.99184 35.03382 -1.55982
C -9.96183 27.06413 10.82808
C -7.83055 33.63960 -0.68157
N -3.79867 42.50676 6.95637
O -9.09091 33.29592 -1.10075
H -10.58105 37.50129 7.21259
H 2.94914 38.04956 4.57716
O -10.21451 33.66856 5.53227
H -4.44120 35.71324 -2.33061
H -9.71805 34.98972 7.53435
O -3.11732 40.72230 17.14268
H -10.20008 29.32574 8.36951
H -10.26010 26.13104 10.35011
H -3.10426 41.78427 18.89336
C -2.56418 40.97414 18.40336
H -9.19122 26.79588 11.55080
C -7.12266 28.41562 12.15679
H 1.79291 37.72354 3.30123
H -3.30366 39.03207 19.18420
C -6.11275 35.29823 -1.05654
H -11.11706 34.79307 8.54270
C -4.24512 43.76564 6.66024
C 2.72877 38.23520 3.52593
O 3.69216 39.91569 1.13374
C -5.47207 35.37363 -2.43093
H -11.37468 28.95106 9.63133
N -9.51404 27.94272 9.80116
C -2.50734 42.65402 7.50511
C -2.98193 39.36913 13.88336
C -5.75850 26.08891 9.63861
O -11.91930 34.52582 4.42207
H 4.09483 38.11533 -1.78790
H 7.14696 37.35322 0.25337
O -3.34692 40.03509 15.08737
H 3.04062 35.84995 2.88457
O -7.62478 28.52596 7.98117
H -1.61365 39.29797 19.26700
O -11.50702 35.20891 6.51479
H -10.75548 33.54942 -2.11069
C -10.53948 36.85140 8.08665
H 1.33745 35.88322 0.74278
H -3.28839 45.74966 6.96313
O -3.47518 35.96303 4.69816
H 2.64484 39.32193 3.51739
C -2.14762 43.95488 7.31676
H -11.02372 27.80384 8.22812
C -6.93209 30.27729 10.50605
C 6.32909 37.83238 0.79151
Cl -4.63016 35.81337 5.45439
O -1.42294 39.55597 16.07222
H -1.53594 41.26916 18.19409
H -5.23348 26.34099 8.71725
H -10.81754 27.49263 11.34985
H -7.87541 28.95212 12.73439
H 1.76462 36.17836 -0.97208
H -5.28079 26.65227 10.44018
H 1.47204 39.81088 0.08391
C 5.03337 37.97401 -1.25191
H -2.92941 38.28303 13.95908
N 3.71660 37.76451 2.58123
H -7.83574 24.47917 9.45017
C -10.63728 28.51749 8.95577
H 6.27693 37.49886 1.82791
O -5.66598 36.73657 5.09210
H 5.71330 38.79255 -1.48814
O -4.28252 36.07209 6.80538
H 4.72351 35.99187 2.08138
H -5.57444 25.04295 9.88390
C -3.24918 44.67143 7.01089
C 4.01604 36.33406 2.83670
H -9.34678 34.14112 -2.99964
H -13.74221 35.20188 5.11752
Cd -6.89873 30.56496 3.93527
H -6.72712 30.63142 9.49576
H -7.67554 30.94236 10.94544
O -7.42455 34.77639 -1.29785
H -3.67090 39.59235 13.06875
C -7.81436 25.28667 8.71833
H 0.93711 38.62256 -1.10692
H -4.25734 41.62251 6.78957
C -2.52921 40.05099 16.10088
H 2.96775 35.88537 0.17461
C -2.56768 39.81792 19.35410
H -5.48592 34.36178 -2.83598
H -13.55420 35.10015 3.36038
H -6.04843 36.02413 -3.08876
C -11.18372 34.35924 5.52822
H -9.58733 37.05862 8.57508
H -2.53439 40.20908 20.37095
H -1.12658 44.22756 7.53927
H -7.22567 25.00443 7.84548
H -1.99497 39.74135 13.60867
P -7.82695 28.01503 9.34898
C -9.79798 34.06055 -2.01068
H -12.84876 36.47112 4.29808
O -5.04367 34.45690 5.31718
N -7.10091 28.82885 10.71138
C -10.71781 35.38329 7.71788
H -5.25916 43.90588 6.31605
H 0.14687 38.68668 0.45575
H -11.28933 37.17943 8.80652
H -6.10725 36.30620 -0.64169
H -7.28404 27.34098 12.24178
P 3.67432 38.42573 1.07098
H -5.39205 34.69295 -0.50668
H -5.99575 30.51442 11.01114
O -7.21812 33.12225 0.23763
H -8.84338 25.51331 8.43932
C 1.10997 38.79075 -0.04393
H -1.87437 41.82170 7.77522
H 4.52910 36.22486 3.79217
H 5.53020 37.07741 -1.62256
H 6.53339 38.90070 0.86246
N 2.21494 37.82169 0.31669
*
```

Mulliken population analysis, charges in e, atoms 1 to 8: atom 1 (N): 0.279, atom 2 (N): 0.217, atom 3 (C): -0.590, atom 4 (C): -1.065, atom 5 (H): 0.350, atom 6 (H): 0.281, atom 7 (C): -0.850, atom 8 (C): 0.758